# 1
149
Properties=species:S:1:pos:R:3 method="wB97M-V/def2-TZVPD" s2=3.77 multiplicity=4 total_charge=0 gap_ev="8.39 / 8.95"
Cr -1.35 0.99 -1.62
C -3.81 1.16 0.56
O -4.63 1.98 -0.29
O -2.78 0.70 -0.15
C -3.45 1.80 1.93
F -4.42 2.56 2.43
F -3.27 0.80 2.81
F -2.32 2.50 1.85
C -5.93 2.32 0.12
C -6.70 2.82 -1.09
H -6.68 2.02 -1.83
H -7.76 2.97 -0.85
H -6.28 3.73 -1.51
H -5.98 3.00 0.97
H -6.50 1.46 0.50
H -4.48 0.31 0.81
C 0.71 1.98 -3.97
O 1.19 3.09 -3.19
O -0.27 1.36 -3.29
C 0.36 2.39 -5.42
F 1.35 3.14 -5.92
F 0.25 1.28 -6.19
F -0.82 3.04 -5.55
C 2.49 3.61 -3.40
C 2.67 4.79 -2.47
H 2.10 5.63 -2.86
H 2.30 4.58 -1.46
H 3.71 5.11 -2.43
H 2.63 3.97 -4.43
H 3.30 2.87 -3.41
H 1.56 1.29 -4.06
C -0.52 -1.59 1.61
F 0.37 -2.36 2.21
F -1.20 -2.32 0.74
F -1.34 -1.02 2.47
S 0.49 -0.22 0.74
O 0.04 1.05 1.25
O 1.89 -0.43 1.03
N 0.05 -0.28 -0.93
S 1.05 -1.35 -1.59
O 1.28 -2.53 -0.80
O 0.71 -1.61 -2.96
C 2.75 -0.39 -1.69
F 2.57 0.87 -1.30
F 3.67 -0.93 -0.90
F 3.14 -0.50 -2.95
C -4.57 -1.35 -2.36
C -3.09 -1.65 -2.07
C -2.70 -3.05 -2.44
O -1.44 -3.34 -1.89
C -1.14 -4.72 -1.95
N -2.25 -0.55 -2.73
H -4.78 -1.28 -3.43
H -4.76 -0.38 -1.90
H -5.28 -1.98 -1.82
H -3.08 -1.52 -0.99
H -2.80 -3.26 -3.52
H -3.44 -3.70 -1.95
H -1.07 -5.02 -3.00
H -1.87 -5.31 -1.40
H -0.13 -4.92 -1.61
H -2.73 -0.47 -3.62
H -1.47 -1.18 -2.97
C -1.07 5.17 -0.83
C -1.57 3.74 -0.98
C -2.28 3.59 -2.33
O -2.79 2.25 -2.46
C -3.68 2.19 -3.58
N -0.44 2.79 -0.86
H -0.31 5.35 -0.07
H -1.90 5.81 -0.49
H -0.72 5.58 -1.78
H -2.29 3.58 -0.18
H -1.56 3.76 -3.14
H -3.13 4.27 -2.29
H -4.59 2.68 -3.24
H -3.92 1.16 -3.83
H -3.24 2.68 -4.44
H 0.01 2.97 0.04
H 0.23 3.11 -1.57
C 3.45 5.91 3.03
C 3.49 4.42 2.72
C 2.79 3.92 1.46
O 1.42 4.23 1.33
C 0.63 3.78 2.43
N 4.91 4.04 2.66
H 4.04 6.59 2.42
H 3.77 5.98 4.07
H 2.41 6.25 3.00
H 3.05 3.91 3.58
H 2.92 2.84 1.31
H 3.32 4.37 0.62
H 1.01 2.83 2.82
H -0.41 3.68 2.17
H 0.77 4.49 3.26
H 5.44 4.43 3.42
H 5.14 3.06 2.59
C 4.93 -3.51 3.66
C 3.85 -2.68 2.96
C 3.09 -1.82 3.94
O 2.38 -2.67 4.84
C 1.71 -2.01 5.86
N 4.54 -1.78 2.01
H 5.55 -2.89 4.31
H 5.61 -3.99 2.96
H 4.37 -4.17 4.33
H 3.15 -3.33 2.43
H 2.35 -1.16 3.49
H 3.80 -1.19 4.50
H 1.40 -0.98 5.58
H 2.32 -1.71 6.73
H 0.78 -2.52 6.08
H 3.86 -1.22 1.50
H 4.95 -2.36 1.29
C -1.49 -6.66 1.31
C -2.84 -6.20 1.81
C -3.33 -4.92 1.09
O -4.23 -4.23 1.93
C -4.50 -2.93 1.47
N -3.82 -7.29 1.70
H -1.59 -7.01 0.28
H -1.09 -7.49 1.89
H -0.80 -5.81 1.32
H -2.84 -5.96 2.88
H -3.76 -5.14 0.11
H -2.41 -4.34 0.94
H -4.81 -2.92 0.42
H -3.66 -2.23 1.63
H -5.24 -2.42 2.09
H -4.72 -7.00 2.06
H -3.89 -7.66 0.77
C 7.19 -1.44 -0.85
O 7.77 -2.46 -1.64
H 7.55 -0.46 -1.16
H 6.11 -1.55 -0.95
H 7.42 -1.46 0.22
H 8.42 -2.10 -2.24
C -2.72 -2.97 4.71
O -4.00 -3.58 4.68
H -2.84 -1.89 4.59
H -2.18 -3.22 5.63
H -2.16 -3.23 3.80
H -4.07 -4.11 3.88
C 6.41 0.05 -4.53
O 7.41 0.31 -3.55
H 6.44 0.75 -5.37
H 6.55 -0.94 -4.96
H 5.46 -0.03 -4.01
H 7.18 1.15 -3.15

# 2
137
Properties=species:S:1:pos:R:3 method="wB97M-V/def2-TZVPD" total_charge=+1 gap_ev=8.43
C 3.65 5.61 -1.06
C 4.98 4.80 -0.73
O 4.61 3.44 -0.45
C 5.01 3.04 0.88
C 4.09 1.86 1.36
O 3.37 2.19 2.57
C 2.09 1.56 2.44
C 1.24 1.61 3.76
O -0.03 0.96 3.61
C -0.91 1.78 2.86
C -1.41 1.08 1.51
C -2.46 -0.01 1.95
C -2.05 2.26 0.65
C -3.33 1.83 -0.16
C -4.01 3.05 -0.93
N -4.16 4.20 -0.05
N -5.41 2.56 -1.22
N -3.37 3.34 -2.24
C -0.95 3.01 -0.19
N -0.09 2.12 -1.02
C -0.27 0.74 -0.61
N -0.47 -0.12 -1.57
C -0.52 0.21 -3.02
C -1.55 -0.84 -3.64
N -2.74 -0.78 -2.76
N -1.91 -0.47 -5.03
N -1.04 -2.22 -3.62
N -0.25 0.49 0.78
C 0.06 -0.90 1.13
O 1.38 -1.16 0.62
C 1.61 -2.58 0.66
C 2.88 -2.85 -0.28
O 3.70 -1.68 -0.20
C 4.46 -1.62 -1.43
C 5.86 -0.94 -1.10
H 3.44 6.42 -0.31
H 3.71 6.09 -2.08
H 2.80 4.87 -1.06
H 5.65 4.85 -1.63
H 5.53 5.30 0.11
H 4.88 3.89 1.61
H 6.09 2.71 0.79
H 4.72 0.94 1.49
H 3.36 1.64 0.53
H 2.28 0.48 2.18
H 1.53 2.10 1.63
H 1.81 1.03 4.54
H 1.15 2.66 4.18
H -1.85 2.03 3.44
H -0.44 2.77 2.62
H -3.38 0.54 2.28
H -2.77 -0.70 1.12
H -2.08 -0.59 2.84
H -2.41 3.01 1.41
H -4.15 1.41 0.48
H -3.02 1.06 -0.93
H -4.87 4.85 -0.37
H -3.28 4.65 0.17
H -5.77 3.24 -1.90
H -5.26 1.72 -1.80
H -3.62 2.66 -2.96
H -3.63 4.29 -2.52
H -1.36 3.85 -0.82
H -0.27 3.51 0.56
H 0.90 2.37 -0.94
H -0.64 -1.10 -1.34
H -0.95 1.22 -3.22
H 0.49 0.04 -3.50
H -3.39 -1.55 -2.96
H -3.18 0.13 -2.88
H -2.85 -0.07 -5.01
H -1.24 0.19 -5.43
H -1.77 -2.78 -4.06
H -0.25 -2.31 -4.26
H 0.04 -1.13 2.22
H -0.64 -1.62 0.61
H 0.77 -3.18 0.22
H 1.81 -2.94 1.70
H 2.46 -3.04 -1.31
H 3.38 -3.78 0.12
H 4.63 -2.67 -1.77
H 3.93 -1.03 -2.23
H 6.59 -1.73 -0.77
H 5.75 -0.13 -0.34
H 6.24 -0.51 -2.07
O 4.15 -0.55 6.73
P 5.26 -0.41 7.77
O 4.69 0.91 8.61
C 3.32 1.00 9.01
C 3.13 0.54 10.44
O 6.38 0.34 6.81
C 6.33 0.20 5.39
C 5.58 1.37 4.77
O 6.53 -0.58 8.88
C 6.30 -1.09 10.18
C 5.62 -2.44 10.18
H 2.67 0.44 8.34
H 3.04 2.05 8.93
H 3.34 -0.53 10.54
H 2.10 0.71 10.76
H 3.80 1.07 11.12
H 5.88 -0.76 5.11
H 7.36 0.19 5.02
H 4.62 1.55 5.26
H 5.41 1.19 3.71
H 6.16 2.29 4.88
H 5.75 -0.36 10.78
H 7.28 -1.19 10.66
H 4.67 -2.41 9.63
H 5.42 -2.78 11.20
H 6.25 -3.19 9.69
O -5.53 -5.06 -7.08
P -5.80 -3.59 -6.78
O -6.70 -3.28 -8.15
C -7.75 -4.15 -8.55
C -9.10 -3.66 -8.07
O -4.34 -3.02 -7.32
C -3.19 -3.86 -7.31
C -3.00 -4.52 -8.66
O -6.08 -1.97 -6.33
C -7.35 -1.57 -5.83
C -7.82 -2.39 -4.65
H -7.59 -5.18 -8.21
H -7.75 -4.17 -9.64
H -9.16 -3.69 -6.98
H -9.90 -4.28 -8.47
H -9.27 -2.62 -8.38
H -3.26 -4.60 -6.50
H -2.32 -3.23 -7.09
H -3.92 -4.99 -9.02
H -2.22 -5.28 -8.61
H -2.72 -3.78 -9.41
H -8.08 -1.57 -6.64
H -7.25 -0.52 -5.52
H -7.85 -3.45 -4.89
H -8.82 -2.07 -4.33
H -7.13 -2.27 -3.81

Which molar mass belongs to each record? In order, 1160.13; 873.00 g mol⁻¹.